A structure of composition C14H37N2NaO8. Source: OMol25; level of theory: the ωB97M-V functional and the def2-TZVPD basis.

Summary:
lowest unoccupied orbital energy	-0.5	eV
E	-1429.18367	a.u.
HOMO energy	-7.464	eV
relative energy (zero: lowest compared OMol25 entry of this formula, charge and spin)	0.4529	eV
gap between HOMO and LUMO	7.0	eV

Atoms and positions in Å:
Na  1.68342  0.14843  -1.10667
N  -1.83649  1.04563  -2.34511
O  -2.72265  0.39363  -2.92817
O  -0.74039  0.47595  -2.03550
O  -2.04199  2.21913  -1.95608
C  -0.89348  0.71948  3.78586
C  -0.95059  0.92344  2.27042
C  -0.81757  -0.42345  1.54450
C  -2.08696  -1.28227  1.55937
C  -3.20914  -0.46337  0.93417
C  -3.44052  0.86281  1.66960
N  -2.17152  1.57562  1.80250
O  -2.32082  2.90962  2.22198
C  -4.34752  1.70445  0.75900
C  -4.15456  0.59142  2.99098
C  0.24453  1.79252  1.85896
H  -1.41978  -0.16209  4.15476
H  -1.25441  1.64879  4.23112
H  0.12082  0.53395  4.15644
H  -0.57633  -0.29451  0.49181
H  -0.03638  -1.01212  2.03661
H  -2.37375  -1.60009  2.56425
H  -1.92822  -2.14729  0.91077
H  -4.13248  -1.04054  0.85932
H  -2.91077  -0.24766  -0.09768
H  -5.23862  1.15861  0.45053
H  -4.64887  2.66968  1.16636
H  -3.74712  1.94618  -0.12414
H  -5.08788  0.07156  2.77166
H  -3.53302  0.00812  3.67241
H  -4.38281  1.51027  3.53624
H  1.18316  1.31170  2.13652
H  0.16466  2.75845  2.36344
H  0.27844  2.01086  0.78742
H  -1.99597  3.39633  1.45410
C  3.06013  -3.03879  -3.65030
C  3.00814  -1.56477  -4.02530
O  3.31325  -0.76652  -2.86992
H  2.44335  -3.28865  -2.78922
H  4.08718  -3.34645  -3.44825
H  2.67474  -3.62681  -4.48765
H  2.01888  -1.22468  -4.33246
H  3.62564  -1.35318  -4.90143
H  4.20925  -0.96107  -2.57655
C  3.86298  -1.34648  0.54077
O  3.11185  -0.25267  1.03850
H  4.15919  -2.04115  1.33737
H  3.19587  -1.99288  -0.03067
H  4.74461  -1.01902  -0.01022
H  3.64636  0.31850  1.59618
C  -0.16256  -2.59588  -1.78867
O  0.70727  -2.12504  -0.73747
H  0.07114  -3.65836  -1.93533
H  -1.23099  -2.50494  -1.59203
H  0.07205  -2.06573  -2.70905
H  0.83360  -2.87675  -0.15661
C  3.61826  2.50461  -1.69127
O  2.24366  2.39008  -2.04618
H  3.86857  3.40082  -1.11900
H  3.86971  1.59305  -1.14140
H  4.26834  2.49551  -2.57625
H  2.00511  3.23399  -2.44534

A structure of composition C14H38LiN3O4. Source: OMol25; level of theory: the ωB97M-V functional and the def2-TZVPD basis.

Summary:
lowest unoccupied orbital energy	0.1	eV
E	-1028.92478	a.u.
HOMO energy	-7.139	eV
gap between HOMO and LUMO	7.2	eV

Atoms and positions in Å:
Li  -3.14361  -1.08771  -1.91126
C  -0.05344  1.64613  -2.38153
C  -1.22902  1.06615  -3.19650
O  -2.29848  0.65697  -2.39375
H  0.31988  0.89035  -1.69049
H  -0.37006  2.48487  -1.76156
H  0.83993  1.89536  -2.95413
H  -0.87462  0.29212  -3.87722
H  -1.44608  1.76970  -4.00024
C  -7.22538  -1.58146  -1.26061
C  -5.85036  -1.72913  -1.84590
C  -5.70647  -1.61471  -3.35701
O  -4.26297  -1.69177  -3.55286
C  -3.78010  -1.16834  -4.78960
N  -4.92228  -0.87207  -1.07131
H  -7.19527  -1.82471  -0.19853
H  -7.84166  -2.28497  -1.82042
H  -7.60491  -0.56740  -1.38606
H  -5.53993  -2.75572  -1.65138
H  -6.13217  -0.67060  -3.69691
H  -6.24657  -2.36197  -3.93840
H  -3.95685  -0.09834  -4.89905
H  -4.29272  -1.56193  -5.66732
H  -2.72075  -1.42382  -4.81380
H  -5.29354  0.06656  -1.10635
H  -5.08366  -1.04961  -0.09022
C  -3.24800  4.28045  -2.04848
C  -4.38086  3.65633  -1.26862
C  -5.71674  4.45138  -1.19141
O  -5.60727  5.67920  -0.45187
C  -6.80613  6.27641  -0.11739
N  -4.59790  2.35368  -1.75759
H  -2.33843  3.68907  -2.15364
H  -2.95120  5.20625  -1.55564
H  -3.64325  4.51587  -3.03664
H  -4.00681  3.56852  -0.24858
H  -6.47499  3.86780  -0.66931
H  -6.08696  4.54348  -2.21247
H  -6.69243  7.21231  0.42966
H  -7.39279  5.59000  0.49316
H  -7.38691  6.48333  -1.01627
H  -5.05201  2.39060  -2.65899
H  -3.81935  1.80139  -2.08765
C  -2.38603  -4.54741  -2.71148
C  -1.46646  -3.73989  -1.70034
C  -0.34038  -3.02011  -2.46710
O  0.87807  -3.70140  -2.40571
C  1.96943  -3.07452  -3.10805
N  -2.30584  -2.70725  -1.01660
H  -1.90322  -5.45241  -3.08020
H  -2.67780  -4.02596  -3.62311
H  -3.32230  -4.76547  -2.19773
H  -1.12167  -4.48730  -0.98578
H  -0.17132  -2.01758  -2.07409
H  -0.70554  -2.84927  -3.47981
H  2.91429  -3.51273  -2.78662
H  2.11288  -2.01428  -2.89966
H  1.92033  -3.30848  -4.17151
H  -1.75407  -2.22490  -0.32163
H  -3.06639  -3.12808  -0.50225

A cluster of 4 separate species, C14H39BNO7 in total. Source: OMol25; level of theory: the ωB97M-V functional and the def2-TZVPD basis.

Summary:
lowest unoccupied orbital energy	2.2	eV
E	-1162.96109	a.u.
HOMO energy	-3.147	eV
net charge	-1
gap between HOMO and LUMO	5.3	eV

Atoms and positions in Å:
C  -0.29136  -1.19856  -4.51380
O  -1.22360  -2.21388  -4.67690
C  -2.34096  -2.10683  -3.75663
B  -3.54257  -1.05538  -4.18447
N  -3.23672  0.44105  -3.87812
H  0.35549  -1.23191  -5.39493
H  0.35757  -1.31349  -3.63644
H  -0.72645  -0.20057  -4.48470
H  -2.78618  -3.11270  -3.74436
H  -2.00501  -1.92690  -2.71492
H  -3.87261  -1.17740  -5.34422
H  -4.52489  -1.36685  -3.50214
H  -2.79303  0.85429  -4.68362
H  -2.61141  0.50999  -3.08641
C  -0.82393  -0.51111  0.02840
O  -0.05261  0.11169  -0.98391
C  -0.05025  1.52394  -0.89147
C  1.21752  2.03987  -0.23714
O  1.31627  1.63718  1.12305
C  2.16134  0.51283  1.30054
H  -0.55483  -1.56609  0.04827
H  -0.63143  -0.08196  1.01509
H  -1.88874  -0.42675  -0.20481
H  -0.93472  1.87878  -0.35446
H  -0.10000  1.91292  -1.91308
H  1.19978  3.13441  -0.24687
H  2.09735  1.71144  -0.79834
H  3.21001  0.82014  1.24392
H  1.96665  -0.26480  0.55955
H  1.97024  0.10362  2.29212
C  -7.84049  0.29270  1.46685
O  -7.08994  1.48709  1.34550
C  -6.01459  1.55964  2.26812
C  -4.69391  1.16694  1.63172
O  -4.68324  -0.19627  1.24939
C  -4.92064  -0.38675  -0.14646
H  -8.45045  0.19124  0.57059
H  -7.19658  -0.58467  1.55157
H  -8.50015  0.34898  2.34092
H  -6.21625  0.93579  3.14433
H  -5.94841  2.59993  2.60339
H  -3.89709  1.30027  2.37134
H  -4.47124  1.80988  0.77551
H  -4.01946  -0.15303  -0.71785
H  -5.74770  0.22392  -0.51044
H  -5.16728  -1.43466  -0.30460
C  8.18241  -0.69010  3.86230
O  8.55753  -0.65928  2.49609
C  7.79413  -1.54944  1.69412
C  6.68234  -0.82973  0.95491
O  5.71495  -0.30177  1.84988
C  5.89042  1.08524  2.08695
H  8.60618  0.19030  4.34374
H  7.09801  -0.66937  3.98725
H  8.58797  -1.58612  4.34431
H  7.38644  -2.36199  2.30192
H  8.47606  -1.98815  0.95967
H  6.16639  -1.54793  0.31138
H  7.09031  -0.03966  0.31857
H  5.51827  1.66026  1.23260
H  6.93710  1.33769  2.26928
H  5.30800  1.35207  2.96793

A structure of composition C14H39NOP2PbSi. Source: OMol25; level of theory: the ωB97M-V functional and the def2-TZVPD basis.

Summary:
lowest unoccupied orbital energy (spin up / spin down)	-1.0 / -1.0	eV
E	-1851.62952	a.u.
HOMO energy (spin up / spin down)	-6.528 / -6.529	eV
gap between HOMO and LUMO (spin up / spin down)	5.6 / 5.6	eV

Atoms and positions in Å:
Pb  0.79005  -0.77710  1.11083
Si  -1.51681  0.75267  -0.80107
P  -0.49051  -2.74895  -0.35544
P  0.25966  2.41069  -0.07885
H  2.91978  0.77953  -3.13983
C  0.76248  -4.07722  -0.16201
H  0.29617  -5.04379  -0.36782
H  1.17394  -4.08421  0.85402
H  1.58996  -3.90883  -0.86157
C  -1.16344  -3.04764  -2.02790
H  -1.34963  -4.12470  -2.14507
H  -0.42834  -2.71519  -2.77647
H  -2.09968  -2.49252  -2.17704
C  -1.80939  -3.28260  0.79291
H  -1.93206  -4.37000  0.71408
H  -2.74603  -2.77842  0.52461
H  -1.55384  -3.01237  1.82896
C  1.92558  3.11196  0.33950
H  1.86955  4.20798  0.26618
H  2.69402  2.75742  -0.35680
H  2.22872  2.86188  1.36392
C  0.00142  3.42194  -1.59513
H  0.39627  4.42968  -1.42535
H  -1.06325  3.47881  -1.83968
H  0.54014  2.93111  -2.41276
C  -0.66844  3.41477  1.14176
H  -0.18813  4.39804  1.26420
H  -0.68497  2.87640  2.10125
H  -1.69543  3.55418  0.78808
C  -2.21856  0.74289  -2.58102
H  -2.12829  -0.24330  -3.06331
H  -1.72344  1.49060  -3.22165
H  -3.29663  0.98509  -2.54160
H  -2.08195  -0.54374  -0.30304
H  -2.47450  1.71409  -0.20721
C  2.03376  0.12120  -3.18715
O  1.08848  0.41717  -2.23261
C  2.59238  -1.28585  -2.85367
H  3.51907  -1.46518  -3.41022
H  1.83014  -2.00952  -3.15863
H  2.75664  -1.47356  -1.78234
C  1.56817  0.31534  -4.67035
H  2.41067  0.77354  -5.23649
H  0.69425  0.96313  -4.78627
H  1.29879  -0.63431  -5.14509
C  -1.61531  0.58484  4.49966
C  -0.33539  0.08862  3.84218
C  0.86165  0.99525  4.12830
C  0.00704  -1.35241  4.22619
N  -0.67622  0.13216  2.36643
H  -1.56872  0.60874  5.59488
H  -2.45052  -0.05706  4.19136
H  -1.84422  1.59270  4.13071
H  1.01843  1.06950  5.21402
H  1.80122  0.59335  3.70498
H  0.71630  2.01447  3.73331
H  -0.78170  -2.04887  3.90136
H  0.97088  -1.67322  3.78329
H  0.12154  -1.45206  5.31227